#a
C6H11NS | the ωB97M-V functional and the def2-TZVPD basis

Geometry (Å):
C1 3.037 -1.036 0.106
C2 1.747 -0.391 -0.649
C3 1.119 0.601 0.181
C4 0.117 0.275 1.185
C5 -0.803 1.166 0.264
C6 -1.728 0.369 -0.394
H1 2.844 -1.522 1.084
H2 3.942 -0.246 0.099
H3 3.443 -1.807 -0.699
H4 0.958 -1.277 -0.858
H5 2.128 0.022 -1.632
H6 2.028 1.037 0.672
H7 -0.374 -0.778 1.179
H8 0.271 0.644 2.111
H9 -1.319 1.847 0.914
H10 0.196 1.539 -1.409
H11 -1.855 0.780 -1.381
N1 0.310 1.606 -0.493
S1 -2.210 -1.087 -0.049

Output
HOMO-LUMO gap = 8.6 eV
Net charge = 0
E_HOMO = -0.3219 Ha

#b
C6H11NS | the ωB97M-V functional and the def2-TZVPD basis

Geometry (Å):
C1 0.411 1.324 2.255
C2 -0.420 1.373 1.223
C3 -0.468 0.266 0.252
C4 -0.751 -1.102 0.801
N1 -1.418 0.592 -0.814
C5 -1.161 0.795 -2.008
S1 1.446 0.432 -0.293
C6 2.006 -0.958 -1.249
H1 0.361 2.217 2.923
H2 0.984 0.473 2.534
H3 -1.065 2.259 1.285
H4 -0.080 -1.087 1.642
H5 -0.461 -1.902 0.108
H6 -1.799 -1.133 1.186
H7 -2.002 1.063 -2.636
H8 -0.160 1.053 -2.457
H9 3.093 -0.759 -1.263
H10 1.848 -1.046 -2.410
H11 1.827 -1.930 -0.776

Output
HOMO-LUMO gap = 9.5 eV
SMILES string = C=C[C@@](C)(N=C)SC
Net charge = 0
E_HOMO = -0.3161 Ha

Of them, #b has the highest stability.

#a
C6H11NS | the ωB97M-V functional and the def2-TZVPD basis

Geometry (Å):
S1 1.453 1.602 -1.620
C1 0.286 0.483 -0.628
C2 0.021 0.757 0.847
C3 1.002 0.140 1.782
C4 -0.542 -0.339 1.625
C5 -1.083 0.231 -1.211
N1 -0.958 -1.300 -1.243
C6 0.447 -1.124 -0.773
H1 0.714 2.661 -1.161
H2 -0.308 1.820 0.935
H3 1.681 -0.547 1.595
H4 1.292 0.701 2.665
H5 -0.767 -1.352 1.243
H6 -1.223 0.017 2.485
H7 -1.123 0.620 -2.291
H8 -1.954 0.479 -0.598
H9 -1.074 -1.812 -2.031
H10 1.009 -1.819 0.019
H11 1.127 -1.218 -1.641

Output
HOMO-LUMO gap = 9.6 eV
SMILES string = SC1(C2CC2)CNC1
Net charge = 0
E_HOMO = -0.3235 Ha

#b
C6H11NS | the ωB97M-V functional and the def2-TZVPD basis

Geometry (Å):
C1 0.755 -1.398 0.387
C2 -1.431 1.597 0.134
C3 -2.475 -0.729 0.023
C4 3.322 -0.062 -0.571
C5 -0.112 -0.444 0.681
C6 -1.206 0.127 -0.210
N1 1.553 -2.138 0.035
S1 2.375 1.284 0.045
H1 -0.670 2.136 -0.441
H2 -1.281 1.670 1.156
H3 -2.376 1.801 -0.033
H4 -3.292 -0.198 -0.437
H5 -2.667 -0.860 1.170
H6 -2.552 -1.542 -0.561
H7 2.585 -0.919 -0.848
H8 4.053 -0.417 0.195
H9 4.109 0.184 -1.351
H10 0.044 -0.220 1.782
H11 -0.735 0.129 -1.155

Output
HOMO-LUMO gap = 6.2 eV
Net charge = 0
E_HOMO = -0.3092 Ha

#c
C6H11NS | the ωB97M-V functional and the def2-TZVPD basis

Geometry (Å):
C1 -0.580 -0.036 0.256
C2 -1.484 -0.726 -0.619
C3 0.656 0.356 -0.273
C4 -2.868 -0.942 -0.037
C5 -0.090 1.078 2.273
C6 2.961 0.007 -2.064
N1 -0.824 0.076 1.575
S1 1.105 -0.018 -1.955
H1 -1.135 -1.466 -1.306
H2 1.355 0.713 0.403
H3 -3.517 -0.341 -0.763
H4 -2.861 -0.569 1.010
H5 -3.161 -1.986 -0.021
H6 -0.468 1.292 3.285
H7 -0.235 2.084 1.834
H8 0.934 0.727 2.520
H9 3.278 -0.802 -1.398
H10 3.498 0.882 -1.642
H11 3.436 -0.329 -3.077

Output
HOMO-LUMO gap (spin up / spin down) = 6.7 / 7.1 eV
Net charge = 0
E_HOMO (spin up / spin down) = -0.2774 / -0.2739 Ha

Of them, #a has the highest stability.